[1]
A molecular structure, C10H16F6N4O5S2 in a non-equilibrium geometry. Source: the Open Molecules 2025 dataset; level of theory: ωB97M-V with the def2-TZVPD basis set.

Last column: natural (NBO) charge in e.
Positions of all 43 atoms, in Å:
C 2.3253 2.2446 -0.0485  -0.617
C 1.0845 2.4346 -0.9124  -0.438
C 0.2232 3.5225 -0.3682  -0.045
O -1.0868 3.6084 -1.0499  -0.485
C -2.1612 3.2895 -0.3936  0.728
N -2.7186 4.0695 0.5552  -0.505
C -3.8834 3.4983 0.9934  -0.057
C -4.0379 2.3482 0.2753  -0.057
N -2.9528 2.2197 -0.5724  -0.325
C -2.7723 1.0812 -1.5170  -0.047
N -2.7686 -0.1906 -0.8881  -0.596
C -1.4690 -0.5255 -0.2899  -0.431
H 2.4200 1.2121 0.2276  0.260
H 2.2826 2.8332 0.8546  0.199
H 3.2168 2.4936 -0.5983  0.222
H 1.3458 2.7074 -1.9238  0.214
H 0.5150 1.5194 -0.9838  0.222
H 0.6844 4.4753 -0.5665  0.199
H 0.0661 3.4520 0.7002  0.182
H -2.3289 4.9361 0.8740  0.446
H -4.5308 3.9143 1.7294  0.251
H -4.8088 1.6138 0.2980  0.247
H -1.8381 1.2422 -2.0285  0.226
H -3.5687 1.1457 -2.2405  0.209
H -3.4728 -0.2692 -0.1698  0.357
H -1.0813 0.2623 0.3482  0.158
H -1.5818 -1.3967 0.3320  0.246
H -0.7566 -0.7853 -1.0533  0.231
C 1.4936 -6.2157 0.9882  0.719
F 0.6555 -7.0119 1.6474  -0.316
F 2.7435 -6.5733 1.2719  -0.311
F 1.2866 -6.3623 -0.3203  -0.315
S 1.1689 -4.4810 1.5168  2.244
O 1.4694 -4.4434 2.9172  -0.928
O -0.1857 -4.2103 1.1193  -0.948
N 2.2624 -3.8023 0.5850  -1.235
S 2.4291 -2.2430 0.5883  2.253
O 2.9989 -1.6651 1.7718  -0.936
O 1.3110 -1.5375 0.0098  -0.988
C 3.7588 -2.1403 -0.6822  0.718
F 3.3537 -2.6446 -1.8466  -0.314
F 4.8529 -2.7780 -0.2858  -0.307
F 4.0561 -0.8482 -0.8641  -0.329

Electronic energy, hartree: -2381.36234
Gap between HOMO and LUMO, eV: 7.588
HOMO energy, eV: -8.36
Spin multiplicity: 1

[2]
A single C10H16FP molecule in a non-equilibrium geometry. Source: the Open Molecules 2025 dataset; level of theory: ωB97M-V with the def2-TZVPD basis set.

Last column: natural (NBO) charge in e.
Positions of all 28 atoms, in Å:
C 0.3550 2.1533 -1.9919  -0.608
C -0.0930 1.7133 -0.5075  -0.199
C -0.4012 2.9072 0.3576  -0.512
C -1.0514 2.4149 1.5473  0.046
C -1.7014 2.0831 2.5216  -0.392
P -1.5324 0.1843 3.0630  1.131
F -0.4331 0.4064 4.2929  -0.599
C -0.2490 -1.2457 2.2757  -0.663
C -0.4921 -1.4419 0.7283  -0.229
C -0.6238 -2.9304 0.3835  -0.606
C 0.5347 -0.7515 -0.2060  -0.402
C 0.8114 0.7299 0.1014  -0.429
H -0.4514 2.1655 -2.7064  0.214
H 0.8249 1.2746 -2.3309  0.209
H 0.9811 3.0261 -2.0276  0.210
H -1.0348 1.1257 -0.7080  0.209
H -1.1159 3.5576 -0.1727  0.250
H 0.3544 3.7313 0.5581  0.245
H 0.7290 -1.0477 2.7475  0.229
H -0.6712 -2.0985 2.8454  0.226
H -1.5258 -1.0055 0.6244  0.189
H -1.5535 -3.4143 0.5178  0.218
H 0.1735 -3.4894 0.8472  0.206
H -0.4867 -2.8920 -0.7183  0.201
H 0.2030 -0.9457 -1.2638  0.202
H 1.3759 -1.4225 -0.2481  0.216
H 0.9126 0.8127 1.2467  0.222
H 1.8075 0.9762 -0.1165  0.216

Electronic energy, hartree: -831.71042
Gap between HOMO and LUMO, eV: 8.687
HOMO energy, eV: -8.43
Spin multiplicity: 1